[1]
The following is a quantum chemistry calculation of the ion C4H6F3N4 with charge +1 at a distorted geometry, from the OMol25 dataset.

```
! wB97M-V def2-TZVPD RIJCOSX def2/J DEFGRID3
* xyz 1 3
C 1.4198 -0.7706 -0.3110
C -0.0882 -0.9465 0.0245
C 1.8461 1.5273 0.1120
C -2.1737 0.0504 -0.1012
N -0.7977 0.1023 -0.0573
N 2.1031 0.3404 -0.3360
N -0.4522 -2.1309 0.4996
N 0.9999 2.4279 0.0782
F -2.8021 -0.3652 0.9583
F -2.6387 -0.6836 -1.1350
F -2.6856 1.2904 -0.2926
H 1.9041 -1.7606 -0.4456
H 3.1809 0.3145 -0.6479
H 0.1953 -2.9033 0.6228
H -1.3459 -2.2976 0.7973
H 0.1443 2.5025 -0.4759
H 1.1904 3.3027 0.7097
*
```

Energy above the lowest of the compared OMol25 structures with the same formula, charge and spin (kcal/mol): 0.0
HOMO-LUMO gap (spin up / spin down) (eV): 8.03 / 7.54
HOMO (spin up / spin down) (eV): -12.25 / -14.00
DFT total energy (eV): -18347.32749



[2]
The following is a quantum chemistry calculation of an isolated molecule of C5H6BrN at a distorted geometry, from the OMol25 dataset.

```
! wB97M-V def2-TZVPD RIJCOSX def2/J DEFGRID3
* xyz 0 1
C -0.2252 -1.9755 0.0297
C 0.8652 -1.2133 -0.3287
C 0.1022 0.9990 -0.2578
C 1.1088 0.0574 0.4010
C -1.2957 0.9993 0.1325
N -1.2109 -2.4911 0.3307
Br 2.9847 0.5585 -0.0425
H 1.4806 -1.4815 -1.2992
H 0.2904 1.4857 -1.2345
H 0.8709 0.0118 1.5178
H -1.7080 1.8249 0.6062
H -1.3305 0.2350 0.8084
H -1.9325 0.9896 -0.6636
*
```

Energy above the lowest of the compared OMol25 structures with the same formula, charge and spin (kcal/mol): 58.3
HOMO-LUMO gap (spin up / spin down) (eV): 8.64 / 7.37
HOMO (spin up / spin down) (eV): -8.99 / -8.52
DFT total energy (eV): -76810.81253



[3]
The following is a quantum chemistry calculation of an isolated molecule of C2H4O2S at a distorted geometry, from the OMol25 dataset.

```
! wB97M-V def2-TZVPD RIJCOSX def2/J DEFGRID3
* xyz 0 3
C 0.9801 -0.5670 -0.2136
C -0.2866 0.2132 0.1568
O 0.5175 -0.4275 1.0945
O -0.1617 1.6791 0.2453
S -1.9899 -0.3611 0.0551
H 0.7655 -1.4484 -0.7194
H 1.7829 0.0096 -0.4860
H 0.3815 2.0300 0.9146
H -1.9892 -1.1280 -1.0472
*
```

Energy above the lowest of the compared OMol25 structures with the same formula, charge and spin (kcal/mol): 120.4
HOMO-LUMO gap (spin up / spin down) (eV): 4.99 / 6.87
HOMO (spin up / spin down) (eV): -4.37 / -10.23
DFT total energy (eV): -17061.34474